# 1
This record from the Open Molecules 2025 dataset describes a molecular structure, C20H20BeN7S2. The level of theory is the ωB97M-V functional and the def2-TZVPD basis.

Geometry as ORCA input:
```
! RIJCOSX wB97M-V def2-TZVPD def2/J DEFGRID3
* xyz 1 1
Be -0.103 -0.132 0.829
C -5.026 0.240 -2.403
C -4.045 -0.925 -2.389
N -3.605 -1.286 -1.046
C -2.683 -0.568 -0.375
S -2.424 -0.884 1.331
N -2.030 0.386 -1.001
N -1.089 0.869 -0.137
C -1.057 2.101 0.212
C -1.952 3.145 -0.357
C -0.197 2.303 1.397
C 0.053 3.516 2.014
C 0.808 3.535 3.175
C 1.296 2.346 3.696
C 1.007 1.171 3.030
N 0.275 1.149 1.919
H -5.325 0.469 -3.426
H -4.566 1.129 -1.971
H -5.924 0.001 -1.831
H -3.158 -0.681 -2.970
H -4.496 -1.812 -2.833
H -4.222 -1.834 -0.471
H -2.167 2.914 -1.397
H -1.514 4.140 -0.285
H -2.901 3.148 0.187
H -0.343 4.430 1.596
H 1.012 4.474 3.673
H 1.884 2.324 4.601
H 1.359 0.214 3.394
N 3.690 -0.564 -0.715
C 3.779 0.764 -1.098
C 4.822 1.506 -1.639
C 4.555 2.831 -1.915
C 3.292 3.393 -1.670
C 2.261 2.650 -1.137
C 2.515 1.311 -0.838
N 1.691 0.325 -0.310
C 2.431 -0.755 -0.258
C 1.833 -1.959 0.292
C 2.242 -3.248 0.310
S 1.037 -4.223 1.034
C 0.056 -2.868 1.269
N 0.585 -1.744 0.847
H 4.424 -1.250 -0.760
H 5.792 1.071 -1.838
H 5.334 3.451 -2.338
H 3.126 4.433 -1.915
H 1.285 3.086 -0.971
H 3.153 -3.671 -0.081
H -0.940 -2.886 1.692
*
```

The total energy is -1968.517327 Eh. For the HOMO-LUMO gap, the calculation gives 7.39 eV. The LUMO energy comes out at -0.1168 hartree. Its molar mass is 431.575 g mol⁻¹. As for the energy relative to the best compared isomer or geometry (same formula, charge and spin): 12.9 kcal/mol. Its maximum force is 0.527 eV/A.

# 2
This record from the Open Molecules 2025 dataset describes C20H20Br2O2 in the gas phase at a distorted geometry. The level of theory is the ωB97M-V functional and the def2-TZVPD basis.

Geometry as ORCA input:
```
! RIJCOSX wB97M-V def2-TZVPD def2/J DEFGRID3
* xyz 0 1
O 1.781 2.147 3.711
Br -1.541 3.065 2.041
Br 2.038 0.101 1.420
O 1.420 4.089 2.569
C 1.210 2.759 2.789
C 0.133 2.138 2.004
C 0.314 0.953 1.348
C -1.507 -1.893 1.728
C -0.322 -1.957 -0.391
C -0.116 1.209 -1.605
C -2.463 1.211 -1.026
C -1.581 -3.293 1.744
C -0.369 -3.364 -0.355
C -0.423 1.724 -2.868
C -2.774 1.762 -2.264
C -0.857 -1.200 0.671
C -1.135 0.936 -0.673
C -0.990 -4.053 0.727
C -1.763 1.971 -3.214
C -0.882 0.343 0.671
C 0.107 -6.252 1.500
C -1.660 3.961 -4.639
C -1.041 -5.566 0.730
C -2.157 2.532 -4.560
H 2.079 4.395 3.219
H -1.920 -1.281 2.531
H 0.140 -1.503 -1.241
H 0.932 1.025 -1.343
H -3.277 1.034 -0.336
H -2.120 -3.819 2.541
H 0.090 -3.937 -1.165
H 0.346 1.910 -3.610
H -3.781 2.031 -2.563
H -1.782 0.639 1.275
H 1.037 -6.031 1.019
H -0.029 -7.354 1.546
H 0.177 -5.941 2.534
H -0.591 3.989 -4.830
H -1.851 4.502 -3.708
H -2.178 4.505 -5.435
H -1.071 -5.926 -0.302
H -1.984 -5.889 1.196
H -1.746 1.937 -5.412
H -3.241 2.534 -4.694
*
```

The total energy is -6072.617620 Eh. For the HOMO-LUMO gap, the calculation gives 8.86 eV. The LUMO energy comes out at 0.0058 hartree. Its molar mass is 452.186 g mol⁻¹. The SMILES is CCc1ccc(C(/C(Br)=C(\Br)C(=O)O)c2ccc(CC)cc2)cc1. Its maximum force is 3.742 eV/A.

# 3
This record from the Open Molecules 2025 dataset describes a molecular structure, C20H20F25GaN2O3PS at a distorted geometry. The level of theory is the ωB97M-V functional and the def2-TZVPD basis.

Geometry as ORCA input:
```
! RIJCOSX wB97M-V def2-TZVPD def2/J DEFGRID3
* xyz -1 1
N 2.577 -1.156 -2.941
Ga 1.741 -0.084 -4.277
F 1.707 -0.979 -5.843
P 3.081 1.884 -4.541
S 4.476 1.765 -5.942
C -0.103 0.569 -3.720
C -0.323 1.068 -2.444
C -1.592 1.529 -2.151
C -2.556 1.470 -3.113
N -2.426 0.966 -4.345
C -1.176 0.534 -4.590
H 1.958 -1.866 -2.571
H 2.972 -0.609 -2.187
H 3.608 2.198 -3.261
H 2.221 2.969 -4.838
H 0.496 1.096 -1.737
H -1.835 1.934 -1.178
H -3.542 1.859 -2.861
H -1.004 0.113 -5.577
C -6.095 3.222 -4.784
C -6.889 4.125 -5.741
C -6.384 5.551 -5.978
F -6.281 6.265 -4.840
F -7.263 6.195 -6.787
F -8.192 4.139 -5.375
F -6.835 3.519 -6.962
O -6.513 3.122 -3.427
C -6.160 4.053 -2.478
C -7.352 4.876 -1.970
F -8.056 5.425 -2.978
F -6.896 5.879 -1.181
F -5.148 4.838 -2.902
F -5.701 3.365 -1.407
H -6.240 2.212 -5.163
H -5.022 3.405 -4.854
H -5.410 5.529 -6.474
H -8.019 4.237 -1.387
C 5.862 -2.490 0.689
C 5.123 -1.529 -0.257
C 5.690 -0.115 -0.415
F 5.784 0.534 0.768
F 4.888 0.623 -1.216
F 3.814 -1.490 0.085
F 5.196 -2.105 -1.482
O 5.412 -2.642 2.032
C 5.783 -1.782 3.039
C 4.619 -0.928 3.556
F 3.979 -0.288 2.559
F 5.098 0.010 4.413
F 6.850 -1.034 2.686
F 6.178 -2.554 4.080
H 5.683 -3.474 0.259
H 6.941 -2.342 0.649
H 6.682 -0.151 -0.875
H 3.900 -1.561 4.080
C 0.556 -3.167 5.378
C 1.987 -3.560 5.781
C 2.336 -5.049 5.849
F 1.541 -5.729 6.698
F 3.610 -5.176 6.289
F 2.318 -2.935 6.929
F 2.802 -3.047 4.807
O -0.398 -2.877 6.390
C -1.115 -3.864 7.030
C -0.739 -4.013 8.511
F 0.588 -4.155 8.682
F -1.350 -5.112 9.013
F -1.042 -5.038 6.368
F -2.411 -3.482 7.007
H 0.671 -2.211 4.868
H 0.149 -3.850 4.632
H 2.267 -5.500 4.855
H -1.072 -3.133 9.066
*
```

The total energy is -6270.463057 Eh. For the HOMO-LUMO gap, the calculation gives 6.10 eV. The LUMO energy comes out at 0.0636 hartree. Its molar mass is 944.105 g mol⁻¹. Its maximum force is 1.737 eV/A.

# 4
This record from the Open Molecules 2025 dataset describes C20H20FN3O2 in the gas phase. The level of theory is the ωB97M-V functional and the def2-TZVPD basis.

Geometry as ORCA input:
```
! RIJCOSX wB97M-V def2-TZVPD def2/J DEFGRID3
* xyz 0 1
C -4.842 -1.515 0.719
C -3.368 -1.463 0.451
C -2.884 -1.164 -0.805
C -1.504 -1.130 -0.994
C -0.629 -1.396 0.078
C -1.107 -1.693 1.347
C -2.475 -1.722 1.504
H -2.885 -1.955 2.476
H -0.433 -1.896 2.161
N 0.652 -1.341 -0.441
C 1.827 -1.704 0.210
O 1.844 -1.843 1.406
C 2.988 -2.017 -0.703
C 3.572 -0.826 -1.468
H 4.287 -1.218 -2.196
H 2.776 -0.335 -2.026
C 4.315 0.149 -0.558
C 3.474 0.836 0.508
O 3.833 0.931 1.661
N 2.326 1.392 0.053
H 2.082 1.332 -0.922
C 1.487 2.195 0.914
C 0.019 2.005 0.652
C -0.496 2.218 -0.621
C -1.856 2.093 -0.826
C -2.731 1.781 0.197
C -2.209 1.565 1.459
C -0.847 1.666 1.683
H -0.450 1.488 2.670
H -2.870 1.315 2.275
H -3.788 1.711 -0.001
F -2.344 2.289 -2.071
H 0.139 2.493 -1.449
H 1.733 3.260 0.780
H 1.741 1.915 1.940
H 4.767 0.937 -1.167
H 5.120 -0.370 -0.035
H 2.633 -2.753 -1.429
H 3.763 -2.471 -0.084
N 0.607 -1.041 -1.764
C -0.640 -0.901 -2.103
H -0.905 -0.645 -3.110
H -3.551 -0.963 -1.630
H -5.410 -1.280 -0.178
H -5.111 -0.803 1.499
H -5.131 -2.507 1.062
*
```

The total energy is -1188.785207 Eh. For the HOMO-LUMO gap, the calculation gives 8.96 eV. The LUMO energy comes out at 0.0104 hartree. Its molar mass is 353.397 g mol⁻¹. As for the energy relative to the best compared isomer or geometry (same formula, charge and spin): 2.7 kcal/mol. The SMILES is Cc1ccc2c(cnn2C(=O)CCCC(=O)NCc2cccc(F)c2)c1. Its maximum force is 0.940 eV/A.

# 5
This record from the Open Molecules 2025 dataset describes C20H20N2O5S in the gas phase at a distorted geometry. The level of theory is the ωB97M-V functional and the def2-TZVPD basis.

Geometry as ORCA input:
```
! RIJCOSX wB97M-V def2-TZVPD def2/J DEFGRID3
* xyz 0 1
C 2.102 -0.715 -3.447
C 1.012 -0.261 -4.401
H 1.421 0.327 -5.230
H 0.472 -1.117 -4.821
O 0.082 0.550 -3.679
C -0.644 1.424 -4.387
O -0.562 1.556 -5.582
C -1.540 2.226 -3.521
C -1.781 1.919 -2.248
C -2.689 2.720 -1.394
O -3.647 3.329 -1.814
N -2.425 2.676 -0.047
C -1.303 2.178 0.609
C -1.450 1.633 1.887
C -0.361 1.093 2.542
C 0.879 1.105 1.928
C 1.051 1.688 0.687
C -0.033 2.240 0.031
H 0.101 2.728 -0.922
H 2.041 1.723 0.260
S 2.241 0.211 2.672
O 2.142 0.268 4.095
O 3.463 0.599 2.035
N 1.916 -1.371 2.192
C 0.668 -1.872 2.588
C 0.203 -2.012 3.882
C -1.075 -2.525 4.058
C -1.858 -2.883 2.973
C -1.382 -2.738 1.675
C -0.114 -2.233 1.490
C 0.648 -1.950 0.225
H 0.654 -2.803 -0.453
H 0.211 -1.096 -0.300
C 2.058 -1.641 0.762
H 2.539 -0.789 0.285
H 2.712 -2.511 0.655
H -1.994 -3.015 0.830
H -2.848 -3.282 3.135
H -1.461 -2.649 5.058
H 0.819 -1.716 4.715
H -0.456 0.663 3.526
H -2.424 1.621 2.352
H -3.162 3.056 0.535
H -1.345 1.035 -1.804
H -1.993 3.089 -3.988
H 2.816 -1.334 -3.981
H 2.621 0.145 -3.032
H 1.674 -1.290 -2.630
*
```

The total energy is -1658.040910 Eh. For the HOMO-LUMO gap, the calculation gives 8.36 eV. The LUMO energy comes out at -0.0167 hartree. Its molar mass is 400.456 g mol⁻¹. As for the energy relative to the best compared isomer or geometry (same formula, charge and spin): 32.1 kcal/mol. The SMILES is CCOC(=O)/C=C/C(=O)Nc1ccc(S(=O)(=O)N2CCc3ccccc32)cc1. Its maximum force is 1.299 eV/A.

# 6
This record from the Open Molecules 2025 dataset describes C20H20N4O in the gas phase. The level of theory is the ωB97M-V functional and the def2-TZVPD basis.

Geometry as ORCA input:
```
! RIJCOSX wB97M-V def2-TZVPD def2/J DEFGRID3
* xyz 0 1
O 0.261 2.954 0.708
C 0.405 1.813 0.317
N -0.602 1.005 -0.104
C -1.960 1.303 -0.270
C -2.426 2.605 -0.373
C -3.758 2.845 -0.660
C -4.620 1.785 -0.868
C -4.168 0.482 -0.739
C -2.845 0.213 -0.405
N -2.316 -1.081 -0.263
C -1.841 -1.464 1.059
C -2.946 -2.098 1.910
C -3.503 -3.326 1.198
C -4.036 -2.913 -0.170
C -2.939 -2.188 -0.961
H -3.328 -1.820 -1.912
H -2.141 -2.909 -1.178
H -4.363 -3.787 -0.736
H -4.899 -2.260 -0.030
H -4.298 -3.783 1.791
H -2.707 -4.066 1.075
H -2.540 -2.369 2.885
H -3.744 -1.366 2.062
H -1.449 -0.586 1.574
H -1.028 -2.189 0.931
H -4.862 -0.328 -0.894
H -5.655 1.965 -1.118
H -4.113 3.861 -0.741
H -1.735 3.421 -0.243
H -0.379 0.047 -0.341
C 1.752 1.157 0.299
C 2.094 0.155 -0.577
C 3.391 -0.391 -0.545
N 3.719 -1.379 -1.407
C 4.934 -1.850 -1.340
C 5.877 -1.363 -0.409
N 5.590 -0.414 0.439
C 4.343 0.100 0.393
C 3.972 1.139 1.270
C 2.709 1.653 1.214
H 2.403 2.460 1.863
H 4.709 1.509 1.965
H 6.880 -1.767 -0.365
H 5.188 -2.641 -2.033
H 1.418 -0.225 -1.329
*
```

The total energy is -1068.428094 Eh. For the HOMO-LUMO gap, the calculation gives 7.45 eV. The LUMO energy comes out at -0.0173 hartree. Its molar mass is 332.407 g mol⁻¹. As for the energy relative to the best compared isomer or geometry (same formula, charge and spin): 0.0 kcal/mol. The SMILES is O=C(Nc1ccccc1N1CCCCC1)c1ccc2nccnc2c1. Its maximum force is 0.687 eV/A.

# 7
This record from the Open Molecules 2025 dataset describes C20H20N6O2S in the gas phase at a distorted geometry. The level of theory is the ωB97M-V functional and the def2-TZVPD basis.

Geometry as ORCA input:
```
! RIJCOSX wB97M-V def2-TZVPD def2/J DEFGRID3
* xyz 0 1
C 3.678 3.720 -1.661
H 3.856 4.615 -1.058
O 3.212 2.652 -0.873
C 2.036 2.819 -0.180
C 1.234 3.945 -0.231
C 0.061 3.999 0.509
C -0.310 2.937 1.309
C 0.485 1.805 1.373
C 1.651 1.731 0.629
N 2.496 0.613 0.615
C 2.281 -0.612 1.148
O 1.311 -0.937 1.799
C 3.349 -1.619 0.753
H 3.318 -2.494 1.400
H 4.350 -1.197 0.704
S 2.926 -2.167 -0.949
C 1.347 -2.800 -0.545
N 1.113 -3.923 0.068
N -0.202 -4.003 0.277
C -0.762 -2.931 -0.216
N 0.181 -2.118 -0.771
C 0.013 -0.840 -1.400
H -0.812 -0.880 -2.113
H -0.198 -0.069 -0.655
H 0.933 -0.587 -1.926
C -2.221 -2.639 -0.180
N -2.488 -1.322 0.337
C -2.059 -0.813 1.530
N -2.426 0.411 1.740
C -3.149 0.774 0.631
C -3.778 1.972 0.315
C -4.435 2.053 -0.895
C -4.476 0.974 -1.780
C -3.861 -0.226 -1.486
C -3.198 -0.315 -0.272
H -3.908 -1.057 -2.176
H -5.004 1.081 -2.715
H -4.934 2.970 -1.169
H -3.752 2.803 1.002
H -1.456 -1.391 2.205
H -2.642 -2.703 -1.189
H -2.691 -3.408 0.443
H 3.321 0.750 0.045
H 0.194 0.979 1.999
H -1.218 2.967 1.888
H -0.555 4.883 0.453
H 1.510 4.788 -0.845
H 4.621 3.379 -2.088
H 2.980 3.957 -2.470
*
```

The total energy is -1651.368551 Eh. For the HOMO-LUMO gap, the calculation gives 8.74 eV. The LUMO energy comes out at 0.0145 hartree. Its molar mass is 408.487 g mol⁻¹. As for the energy relative to the best compared isomer or geometry (same formula, charge and spin): 0.9 kcal/mol. The SMILES is COc1ccccc1NC(=O)CSc1nnc(Cn2cnc3ccccc32)n1C. Its maximum force is 1.228 eV/A.

# 8
This record from the Open Molecules 2025 dataset describes a molecular structure, C20H21AgN8. The level of theory is the ωB97M-V functional and the def2-TZVPD basis.

Geometry as ORCA input:
```
! RIJCOSX wB97M-V def2-TZVPD def2/J DEFGRID3
* xyz 0 1
Ag 0.086 0.245 -0.092
C 2.147 0.277 2.600
N 1.639 1.260 1.679
C 1.682 2.628 2.126
C 0.899 3.451 1.158
N 0.458 3.019 0.015
C -0.194 4.081 -0.568
C -0.840 4.185 -1.794
C -1.376 5.413 -2.121
C -1.287 6.518 -1.272
C -0.661 6.429 -0.044
C -0.117 5.200 0.292
N 0.587 4.761 1.390
C 1.905 -1.073 2.019
N 1.653 -1.282 0.758
C 1.545 -2.642 0.613
C 1.293 -3.405 -0.517
C 1.263 -4.774 -0.361
C 1.479 -5.378 0.878
C 1.726 -4.636 2.015
C 1.753 -3.260 1.863
N 1.985 -2.229 2.742
H 1.616 0.367 3.558
H 3.233 0.392 2.806
H 2.134 1.183 0.795
H 2.715 3.021 2.208
H 1.230 2.698 3.125
H -0.913 3.329 -2.446
H -1.886 5.528 -3.064
H -1.709 7.463 -1.584
H -0.595 7.280 0.618
H 0.824 5.297 2.207
H 1.119 -2.917 -1.464
H 1.069 -5.401 -1.217
H 1.448 -6.453 0.951
H 1.882 -5.108 2.974
H 2.131 -2.312 3.734
C -1.785 -3.977 -2.645
N -2.533 -3.123 -1.748
C -3.758 -2.483 -2.188
C -1.936 -2.631 -0.697
N -1.451 -2.228 0.268
H -2.338 -4.072 -3.576
H -1.657 -4.971 -2.208
H -0.798 -3.562 -2.869
H -3.848 -2.575 -3.269
H -3.730 -1.421 -1.939
H -4.630 -2.947 -1.712
N -2.165 0.429 -2.380
C -1.295 0.408 -1.614
*
```

The total energy is -1359.753939 Eh. For the HOMO-LUMO gap, the calculation gives 8.21 eV. The LUMO energy comes out at 0.0109 hartree. Its molar mass is 481.312 g mol⁻¹. As for the energy relative to the best compared isomer or geometry (same formula, charge and spin): 8.5 kcal/mol. Its maximum force is 0.927 eV/A.

# 9
This record from the Open Molecules 2025 dataset describes a molecular structure, C20H21AuBrN4O2S5Sb at a distorted geometry. The level of theory is the ωB97M-V functional and the def2-TZVPD basis.

Geometry as ORCA input:
```
! RIJCOSX wB97M-V def2-TZVPD def2/J DEFGRID3
* xyz -1 2
Au 0.517 -0.804 -0.761
S -2.784 -4.146 -2.193
Sb -0.554 -3.553 -2.460
S -0.557 -1.131 -2.751
S 0.646 -3.758 -0.507
Br 0.362 1.572 2.122
C 1.194 -0.099 2.296
C 1.318 -0.670 3.553
C 2.019 -1.859 3.652
C 2.595 -2.419 2.523
C 2.396 -1.789 1.309
N 1.685 -0.656 1.199
H 0.876 -0.188 4.411
H 2.116 -2.346 4.615
H 3.162 -3.336 2.564
H 2.778 -2.189 0.378
C 5.338 -2.310 -2.017
C 4.442 -1.596 -3.037
C 4.110 -2.562 -4.184
C 5.158 -0.360 -3.590
C 3.187 -1.200 -2.378
C 2.159 -0.872 -1.839
H 6.229 -2.706 -2.511
H 4.799 -3.139 -1.556
H 5.655 -1.620 -1.234
H 5.032 -2.921 -4.650
H 3.503 -2.064 -4.941
H 3.547 -3.417 -3.809
H 6.097 -0.652 -4.068
H 5.380 0.348 -2.790
H 4.535 0.148 -4.327
N -5.188 4.938 3.793
C -4.703 4.347 2.620
C -3.350 4.043 2.487
C -2.884 3.416 1.345
C -3.753 3.074 0.320
C -5.103 3.369 0.452
C -5.574 4.002 1.589
S -3.164 2.305 -1.172
O -4.324 1.618 -1.701
O -2.564 3.350 -1.960
N -2.008 1.321 -0.729
C -2.273 0.207 -0.074
S -3.810 -0.331 0.549
C -3.062 -1.713 1.275
C -1.751 -1.728 0.993
N -1.299 -0.655 0.244
H -4.502 5.448 4.324
H -6.042 5.459 3.680
H -2.663 4.294 3.288
H -1.833 3.184 1.238
H -5.783 3.080 -0.338
H -6.631 4.223 1.687
H -3.627 -2.454 1.811
H -1.050 -2.505 1.258
*
```

The total energy is -6085.148876 Eh. For the HOMO-LUMO gap (spin up / spin down), the calculation gives 6.17 / 5.78 eV. The LUMO energy (spin up / spin down) comes out at 0.0556 / 0.0353 hartree. Its molar mass is 908.380 g mol⁻¹. As for the energy relative to the best compared isomer or geometry (same formula, charge and spin): 4.0 kcal/mol. Its maximum force is 1.245 eV/A.